Entry 1:
11
Properties=species:S:1:pos:R:3:forces:R:3 method="wB97M-V/def2-TZVPD" e_lumo_ev=0.9322 smiles="C=COCO" charge=0
O -2.2172 0.7308 0.7493 0.106 0.218 0.084
O 0.0689 0.5008 0.7873 -0.001 0.134 0.053
C 1.2110 0.1451 0.1193 0.172 -0.168 -0.238
C 1.4510 -1.0658 -0.3737 -0.077 0.133 0.050
C -1.1277 0.2568 0.0472 0.035 -0.276 -0.274
H -1.2809 -0.8184 -0.0849 -0.032 0.152 0.020
H 0.7554 -1.8874 -0.2199 0.120 0.143 -0.117
H -1.0087 0.7396 -0.9369 -0.074 -0.092 0.137
H 1.9198 0.9676 0.0129 -0.113 -0.158 0.074
H -2.1277 1.6884 0.8402 -0.035 -0.127 0.012
H 2.3559 -1.2576 -0.9409 -0.102 0.041 0.199


Entry 2:
39
Properties=species:S:1:pos:R:3:forces:R:3 method="wB97M-V/def2-TZVPD" e_lumo_ev="-10.5907 / -12.6307" multiplicity=2 charge=+2
Tl 15.5887 -4.8657 -14.6991 -0.009 -0.908 -0.164
F 13.8313 -2.7759 -13.7389 0.443 -0.788 -0.338
F 16.7225 -7.5223 -15.4362 -0.500 1.364 0.786
O 14.2840 -7.2703 -13.5547 -0.015 -0.318 -0.058
O 10.5848 -4.6645 -15.5912 0.024 -0.108 -0.323
O 17.7100 -6.5870 -10.2354 -1.786 1.209 -1.655
O 12.6323 -5.2525 -14.8371 -1.108 0.698 -0.580
O 16.4789 -5.8581 -12.0601 0.866 -1.377 1.372
O 13.7880 -9.1763 -12.5218 -0.196 0.999 0.362
C 17.1354 -6.7295 -11.4537 1.353 0.567 1.776
C 17.5562 -8.0690 -11.9990 -0.494 -0.290 -1.155
C 13.8474 -8.4070 -13.6131 0.161 0.061 -0.184
C 12.4384 -10.1667 -14.1379 -1.658 -1.907 1.158
C 9.4567 -4.6355 -13.5216 2.083 -0.686 1.104
C 10.9298 -4.2587 -13.3086 0.424 0.561 -0.023
C 13.1158 -10.4401 -12.7709 0.403 0.249 -1.009
C 13.2676 -9.1626 -14.8089 0.600 0.532 -0.067
C 9.3204 -4.3408 -14.9846 -0.681 -0.725 0.715
C 11.5859 -4.7049 -14.6038 -0.712 -0.347 1.275
C 18.5062 -7.7262 -9.8958 2.025 -2.113 -0.014
C 18.7939 -8.4368 -11.2176 -0.035 0.058 -0.292
H 12.6904 -8.5313 -15.4845 0.442 0.093 -0.034
H 11.4679 -4.6663 -12.4528 -0.213 0.043 -0.036
H 8.4348 -4.8524 -15.3613 0.553 0.040 -1.074
H 19.7140 -8.1709 -11.7381 -0.006 0.252 0.322
H 18.7324 -9.5235 -11.1597 0.454 0.006 0.333
H 10.9697 -3.1699 -13.2756 0.548 0.249 0.000
H 12.2639 -11.0675 -14.7263 0.275 -0.068 0.067
H 16.8377 -8.8001 -11.6283 -0.905 0.288 -0.543
H 9.2520 -3.2596 -15.1041 -0.120 0.632 -0.431
H 9.4885 -5.7124 -13.3563 -0.924 -0.319 -0.219
H 12.3857 -10.6904 -12.0012 0.306 0.347 0.141
H 13.9676 -11.1193 -12.7350 -0.514 -0.616 -0.404
H 17.6188 -7.9999 -13.0850 -0.220 -0.370 -0.097
H 18.0810 -8.4276 -9.1779 -1.104 0.467 -0.125
H 14.0169 -9.7493 -15.3404 0.584 0.789 -0.196
H 8.7822 -4.1874 -12.7919 -0.053 0.176 -0.436
H 19.4494 -7.4915 -9.4026 -0.228 1.114 -0.171
H 11.4325 -9.7931 -13.9463 -0.063 0.146 0.215


Entry 3:
15
Properties=species:S:1:pos:R:3:forces:R:3 method="wB97M-V/def2-TZVPD" e_lumo_ev=-13.7783 charge=+2
Tl -0.4896 -2.1572 2.6673 0.237 -0.349 0.499
O -2.3510 -0.8691 0.9624 0.246 2.831 -3.634
O 1.5998 0.7104 -0.6126 -0.426 1.124 -1.188
O 0.1466 -0.3818 0.6633 -0.201 -1.717 2.180
O -0.4608 0.7052 -1.1333 -3.876 0.262 0.318
C 0.4670 0.2529 -0.2729 3.126 0.402 0.135
C -1.7659 0.3837 -0.9172 1.242 1.518 -7.020
C 2.8037 0.4751 0.0891 1.721 -1.575 1.425
H -2.4072 1.2216 -1.1912 -0.155 0.538 1.146
H -2.1719 -0.4906 -1.4764 0.795 -0.327 0.663
H 3.0808 -0.5782 -0.0514 0.061 0.308 -0.288
H -1.9039 -0.0290 0.1862 -0.375 -1.957 5.144
H 2.7962 0.6007 1.1790 -0.878 0.350 -0.233
H 3.5963 1.1227 -0.2665 -0.365 0.112 -0.556
H -2.9400 -0.9666 0.1741 -1.150 -1.520 1.410


Entry 4:
9
Properties=species:S:1:pos:R:3:forces:R:3 method="wB97M-V/def2-TZVPD" e_lumo_ev="-0.4939 / -0.4945" charge=0
N -0.6809 0.9911 0.5090 0.339 -0.448 0.051
N 0.4853 0.8480 -0.2017 0.543 -0.644 0.087
N -1.2755 -0.1185 0.1955 0.036 0.079 -0.024
N 2.7379 0.8408 0.9185 -0.627 0.579 -0.247
C 0.6363 -0.3264 -0.9381 -0.401 -0.582 -0.173
C -0.5468 -0.9545 -0.5968 -0.206 -0.060 -0.383
C 1.7141 0.9587 0.3984 0.536 0.727 0.729
H -2.2272 -0.2695 0.5129 0.167 0.194 0.104
H -0.8433 -1.9696 -0.7977 -0.386 0.155 -0.144